70
Properties=species:S:1:pos:R:3:forces:R:3 method="wB97M-V/def2-TZVPD" energy_ha=-1348.951226 lumo_energy_ev=0.6103 orbital_gap_ev=8.41 homo_ev=-7.800 relative_energy_kcal_mol=9.80
C -7.5495 -0.7146 1.9687 0.2 -0.1 -0.2
H -7.0740 -0.6344 2.9425 0.0 0.0 0.1
H -8.1969 -1.5879 1.9645 -0.2 -0.1 0.0
H -8.1611 0.1688 1.8139 -0.1 0.1 0.0
C -6.4753 -0.8514 0.8841 -0.2 -0.2 0.2
N -5.4996 0.2169 1.0235 0.0 0.0 0.0
C -4.1166 -0.1354 0.8894 0.2 -0.1 -0.5
H -3.5230 0.7426 1.1562 0.0 -0.1 0.0
C -3.6054 -0.6307 -0.4844 0.4 0.7 0.2
O -3.9492 -1.9922 -0.6247 0.0 -0.3 0.0
H -3.6531 -2.3118 -1.4844 0.0 0.0 0.0
C -2.0815 -0.4484 -0.5651 -0.2 -0.4 0.0
H -1.6133 -0.9002 0.3202 0.0 0.0 -0.1
O -1.8237 0.9329 -0.6285 0.0 0.2 0.0
C -0.5245 1.3608 -0.6263 0.2 0.1 0.0
C 0.5913 0.5384 -0.6014 -0.5 -0.1 0.0
C 1.8689 1.0811 -0.5971 0.3 0.3 0.0
C 2.0485 2.4562 -0.6204 -0.2 -0.1 0.0
C 0.9234 3.2832 -0.6498 0.2 -0.1 0.0
C -0.3416 2.7447 -0.6532 0.0 -0.2 0.0
H -1.2138 3.3783 -0.6752 -0.1 0.1 0.0
H 1.0694 4.3514 -0.6719 0.0 0.1 0.0
O 3.2561 3.0998 -0.6283 -0.2 0.3 0.0
C 4.4374 2.3347 -0.5205 0.3 -0.4 0.3
C 4.6946 1.8615 0.9186 -0.2 -0.3 -0.5
O 5.1772 2.9159 1.7211 0.1 0.3 0.2
H 4.5977 3.6762 1.5909 0.0 -0.1 0.1
C 5.7446 0.7429 0.9317 -0.3 0.4 0.1
N 5.2540 -0.4370 0.2453 0.0 0.1 0.1
C 4.5000 -1.3222 1.1179 -0.3 0.0 -0.1
C 3.7697 -2.3829 0.2995 0.2 -0.1 0.2
C 4.7637 -3.1729 -0.5423 -0.1 0.2 -0.1
C 5.5712 -2.2025 -1.3973 0.2 0.0 0.1
H 4.8947 -1.7032 -2.0942 0.0 0.0 -0.1
H 6.3215 -2.7399 -1.9793 0.0 0.0 -0.1
C 6.2635 -1.1310 -0.5464 0.2 -0.1 -0.3
C 7.4335 -1.7135 0.2607 -0.3 0.2 -0.1
H 7.1031 -2.4932 0.9403 0.0 -0.1 0.1
H 7.9166 -0.9324 0.8430 0.1 0.0 0.1
H 8.1676 -2.1395 -0.4185 0.1 -0.1 0.0
H 6.6790 -0.3790 -1.2312 0.0 -0.1 0.1
H 5.4271 -3.7453 0.1079 0.0 -0.1 0.0
H 4.2366 -3.8817 -1.1840 0.0 -0.1 0.0
H 3.0516 -1.8936 -0.3610 -0.1 0.0 0.0
H 3.2200 -3.0445 0.9714 -0.1 0.0 0.0
H 5.1453 -1.8115 1.8668 0.0 0.0 0.0
H 3.7708 -0.7172 1.6620 0.0 0.0 0.1
H 6.0158 0.5458 1.9785 0.1 0.0 0.0
H 6.6323 1.1237 0.4228 0.1 0.0 0.0
H 3.7476 1.4871 1.3380 0.1 0.0 -0.1
H 5.2429 3.0113 -0.8205 0.0 -0.1 0.1
H 4.4251 1.4740 -1.1963 -0.1 0.1 0.0
H 2.7135 0.4118 -0.5700 0.2 -0.1 0.0
H 0.4907 -0.5357 -0.5813 0.0 -0.1 0.0
H -1.6930 -0.9548 -1.4638 0.0 0.0 0.1
H -4.0550 -0.0314 -1.2878 0.0 0.0 0.1
H -3.9006 -0.9343 1.6067 0.2 0.0 0.0
C -5.9223 1.4976 0.5008 0.0 0.1 -0.1
H -5.0718 2.1813 0.5409 0.0 0.0 0.1
H -6.6965 1.8889 1.1725 0.0 0.1 -0.1
C -6.4991 1.4628 -0.9202 -0.1 0.0 0.2
C -7.6174 0.4288 -0.9910 0.2 -0.1 -0.1
C -7.0951 -0.9258 -0.5220 0.0 0.0 0.1
H -7.9027 -1.6601 -0.5174 0.0 -0.1 0.0
H -6.3314 -1.2761 -1.2181 0.0 -0.1 0.0
H -8.4470 0.7483 -0.3573 -0.1 0.1 0.0
H -7.9953 0.3476 -2.0134 -0.1 0.0 0.1
H -6.8778 2.4542 -1.1776 0.0 0.0 0.0
H -5.7182 1.2086 -1.6393 0.0 0.0 -0.1
H -5.9413 -1.7902 1.0610 0.0 0.1 0.0


75
Properties=species:S:1:pos:R:3:forces:R:3 method="wB97M-V/def2-TZVPD" energy_ha=-2220.031369 total_charge=+2 lumo_energy_ev="-4.7807 / -7.5380" orbital_gap_ev="7.83 / 6.40" homo_ev="-12.609 / -13.941" multiplicity=6 relative_energy_kcal_mol=31.84 s_squared=8.76
Ru -0.0349 0.0033 0.0730 -0.2 0.7 0.4
O -0.4892 -0.2907 2.5071 0.0 -0.1 0.1
C -1.3824 -1.3535 2.8994 0.1 0.1 -0.1
C -2.3348 -1.6790 1.7819 -0.1 0.0 0.0
C -3.4283 -2.4901 2.0477 0.0 0.0 0.0
C -4.2838 -2.8176 1.0130 0.0 0.0 0.0
C -4.0383 -2.3015 -0.2538 0.0 0.0 0.0
C -2.9393 -1.4898 -0.4292 0.1 0.1 0.1
N -2.0885 -1.1938 0.5669 0.0 -0.2 0.0
H 0.2912 -0.3371 3.0754 0.0 0.0 0.0
H -1.9447 -1.0456 3.7820 0.0 0.0 0.0
H -0.8066 -2.2407 3.1634 0.0 0.0 0.0
H -3.6005 -2.8596 3.0512 0.0 0.0 0.0
H -5.1376 -3.4577 1.1916 0.0 0.0 0.0
H -4.6914 -2.5174 -1.0876 0.0 0.0 0.0
H -2.7224 -1.0496 -1.3956 0.0 0.0 0.0
C 4.9869 0.8502 -0.5116 -0.1 0.1 0.1
O 4.0389 1.9180 -0.2443 0.0 -0.1 -0.1
C 2.7845 1.6012 -0.0652 0.1 -0.1 0.0
O 2.3164 0.4546 -0.0850 0.1 0.0 0.0
N 2.0141 2.6867 0.1511 0.0 -0.1 0.0
N 0.6470 2.4556 0.2468 0.0 0.0 0.1
H 5.8601 1.3443 -0.9196 0.0 0.0 0.0
H 4.5680 0.1485 -1.2265 0.0 0.0 0.0
H 5.2317 0.3508 0.4213 0.0 0.0 0.0
H 2.4005 3.6180 0.1083 0.0 0.0 0.0
H 0.1496 2.8931 -0.5233 0.0 0.0 0.0
H 0.2794 2.8220 1.1191 0.0 0.0 0.0
N -2.4761 1.9149 2.2321 0.0 -0.1 -0.1
C -2.6340 2.0360 0.9007 0.0 -0.1 0.1
N -1.8078 1.5145 0.0280 0.0 0.0 -0.5
C -2.1870 1.8589 -1.2802 0.1 -0.1 0.1
C -1.5098 1.5007 -2.4422 0.0 0.0 0.0
C -2.0122 1.9088 -3.6679 0.0 0.0 0.0
C -3.1769 2.6731 -3.7383 0.0 0.0 0.0
C -3.8520 3.0475 -2.5872 0.0 0.0 0.0
C -3.3412 2.6325 -1.3654 -0.1 0.0 0.0
S -3.9474 2.9562 0.2378 -0.1 0.0 0.0
H -1.7831 1.2658 2.5752 0.0 0.0 0.0
H -3.1898 2.2399 2.8614 0.0 0.0 0.0
H -0.5899 0.9208 -2.4026 0.0 0.0 0.0
H -1.4955 1.6369 -4.5784 0.0 0.0 0.0
H -3.5550 2.9842 -4.7026 0.0 0.0 0.0
H -4.7495 3.6493 -2.6444 0.0 0.0 0.0
C -0.3475 -3.8898 0.6405 -0.3 0.0 0.1
Si 0.9789 -2.6866 0.1109 0.1 -0.5 -0.5
C 1.1044 -2.7986 -1.8256 0.0 0.3 0.2
C 2.1577 -1.8690 -2.4285 0.0 -0.1 -0.1
C -0.2501 -2.5036 -2.4723 0.0 -0.1 0.0
C 1.4781 -4.2627 -2.1016 0.1 0.0 -0.2
C 2.5002 -3.0312 1.1848 0.2 0.0 0.2
C 3.8221 -2.5328 0.5928 0.0 -0.1 0.0
C 2.6142 -4.5469 1.4386 0.0 0.0 0.1
C 2.2893 -2.3381 2.5422 0.1 0.1 0.0
H -0.0101 -4.8942 0.3761 0.0 0.0 0.0
H -1.3035 -3.7162 0.1441 0.0 -0.1 0.0
H -0.5165 -3.8927 1.7189 0.0 0.0 0.0
H 1.9496 -0.8173 -2.2261 0.0 0.0 0.0
H 2.1712 -2.0029 -3.5152 0.0 0.0 0.0
H 3.1597 -2.0863 -2.0621 0.0 0.0 0.0
H -0.5807 -1.4737 -2.3051 0.0 0.1 0.0
H -1.0361 -3.1727 -2.1160 0.0 0.0 0.0
H -0.1739 -2.6332 -3.5567 0.0 0.0 0.0
H 2.4331 -4.5467 -1.6585 0.0 0.0 0.0
H 1.5850 -4.3831 -3.1859 0.0 0.0 0.0
H 0.7137 -4.9653 -1.7717 0.0 0.0 0.0
H 4.1448 -3.1590 -0.2411 0.0 0.0 0.0
H 4.6075 -2.5922 1.3545 0.0 0.0 0.0
H 3.7573 -1.5046 0.2492 0.0 0.1 0.0
H 2.7155 -5.1219 0.5190 0.0 0.0 0.0
H 1.7674 -4.9438 1.9995 0.0 0.0 0.0
H 3.5124 -4.7359 2.0351 0.0 0.0 0.0
H 2.3286 -1.2472 2.4365 0.0 0.0 0.0
H 3.0903 -2.6177 3.2332 0.0 0.0 0.0
H 1.3482 -2.6296 3.0184 0.0 0.0 0.0


80
Properties=species:S:1:pos:R:3:forces:R:3 method="wB97M-V/def2-TZVPD" energy_ha=-3853.024380 total_charge=-1 lumo_energy_ev="1.8124 / 1.6544" orbital_gap_ev="5.52 / 5.38" homo_ev="-3.707 / -3.727" multiplicity=4 relative_energy_kcal_mol=79.91 s_squared=3.84
V 1.0008 0.4780 -0.4154 0.2 1.9 -1.2
C 2.7496 3.0302 -1.8459 -0.2 0.3 -0.2
C 1.2771 3.4342 -1.7115 0.5 0.3 0.1
N 0.4893 2.2216 -1.6946 -0.1 -0.4 -0.4
C -0.8538 2.3444 -1.1761 -0.6 0.3 -0.3
C -0.7215 2.5061 0.3056 -0.1 0.3 0.0
C -1.4361 3.4461 1.0163 -0.1 0.1 0.4
C -1.1424 3.6542 2.3603 0.4 -0.5 -0.3
C -0.1032 2.9069 2.9140 -0.5 0.3 -0.1
C 0.5614 1.9709 2.1439 0.1 -0.2 0.1
C 1.6762 1.1267 2.7191 0.1 0.0 0.0
N 2.6384 0.7664 1.7049 -0.1 -0.4 0.4
C 3.7599 1.6564 1.5184 0.1 0.5 -0.1
C 3.4635 2.7403 0.4771 0.2 -0.1 0.3
N 3.0947 2.1150 -0.7741 0.0 -0.3 0.1
N 0.2476 1.7394 0.8554 -1.3 2.1 2.1
H 3.3903 3.9296 -1.8522 -0.1 -0.1 0.0
H 2.8651 2.5038 -2.7979 0.0 0.1 0.1
H 0.9948 4.0994 -2.5457 0.0 -0.1 0.2
H 1.1188 3.9843 -0.7738 0.0 0.0 -0.1
H 0.4749 1.7812 -2.6230 -0.2 -0.2 0.0
H -1.3903 1.4142 -1.4158 0.0 0.3 -0.1
H -1.4162 3.1914 -1.6093 0.0 -0.2 0.1
H -2.2012 4.0214 0.5137 0.0 0.0 0.0
H -1.6803 4.3874 2.9393 0.0 0.1 0.1
H 0.1777 3.0480 3.9474 0.1 0.0 0.0
H 1.2232 0.2129 3.1273 0.1 0.1 -0.1
H 2.1434 1.6756 3.5591 -0.2 -0.1 -0.1
H 2.9781 -0.1899 1.7735 -0.2 0.1 -0.1
H 4.6021 1.0542 1.1631 -0.1 0.0 0.1
H 4.0516 2.1447 2.4659 0.1 -0.1 -0.1
H 4.3547 3.3899 0.3733 -0.2 0.0 0.1
H 2.6318 3.3624 0.8249 0.0 0.1 0.0
H 3.8365 1.4839 -1.0653 -0.2 0.0 0.0
O 3.8037 -1.2067 -5.4723 -0.4 0.1 0.7
C 2.9542 -1.1748 -4.5909 0.6 -0.1 -0.9
C 2.1463 0.0004 -4.1645 0.0 0.5 0.2
O 2.4145 1.2022 -4.3159 -0.2 -0.4 -0.1
C 0.9911 -0.5445 -3.4737 -0.3 0.1 -0.4
C 1.2485 -1.8935 -3.1138 -0.4 -0.1 0.1
O 0.5070 -2.5462 -2.3116 0.5 -0.2 -0.5
C 2.4956 -2.3271 -3.7430 0.5 -0.9 0.1
O 3.0891 -3.3925 -3.5862 -0.4 0.6 -0.2
O -0.0591 0.0836 -3.1198 0.6 0.3 -0.5
O 4.1449 -1.3777 0.5803 0.2 -0.5 -0.3
S 3.4657 -1.4681 -0.7576 0.2 0.4 0.7
N 2.1260 -0.7394 -0.7164 2.9 -3.1 -0.8
C 0.0104 -5.3332 1.8248 -0.1 0.7 -0.1
Si -0.3119 -3.4509 1.6513 -0.1 -0.3 0.4
C -1.4919 -3.0315 3.1163 0.4 0.0 -0.6
C 1.2987 -2.4792 1.8665 -0.6 -0.3 -0.1
C -1.1083 -3.1591 -0.0452 0.5 0.3 0.4
Te -0.9643 -1.2156 -1.0010 -1.4 -0.9 0.7
C -2.3913 -0.4938 0.5983 -0.6 0.0 -0.5
Si -4.0933 -0.5024 -0.1987 -0.4 0.1 0.1
C -4.4209 -2.1056 -1.1854 0.3 0.5 0.4
C -5.4655 -0.3109 1.1321 0.4 0.0 -0.6
C -4.2780 0.9434 -1.4426 0.2 -0.5 0.5
H 0.4344 -5.5687 2.7963 0.1 0.0 0.2
H 0.7042 -5.6833 1.0682 0.2 0.0 -0.2
H -0.9060 -5.9063 1.7197 -0.2 0.0 0.0
H -1.1318 -3.4863 4.0351 0.2 -0.1 0.1
H -2.4927 -3.4140 2.9379 -0.2 -0.1 -0.1
H -1.5785 -1.9648 3.2993 0.0 0.2 0.0
H 1.5986 -2.3458 2.9038 -0.1 -0.1 0.2
H 1.1693 -1.4964 1.4061 0.0 -0.1 0.1
H 2.1200 -2.9660 1.3496 0.1 0.0 -0.1
H -2.1750 -3.3803 -0.0151 -0.1 0.0 0.0
H -0.6479 -3.8204 -0.7754 0.1 0.0 -0.1
H -2.1269 0.4957 0.9680 0.0 0.1 0.0
H -2.3388 -1.1732 1.4392 0.0 -0.2 0.2
H -4.5663 -2.9655 -0.5393 0.0 -0.2 0.2
H -3.5587 -2.3009 -1.8214 0.0 -0.1 -0.1
H -5.2964 -2.0200 -1.8221 -0.2 0.1 -0.1
H -5.4590 -1.1497 1.8214 0.1 -0.2 0.1
H -6.4521 -0.2581 0.6817 -0.2 0.0 -0.1
H -5.3207 0.5933 1.7155 0.1 0.2 0.1
H -3.5951 0.8022 -2.2758 0.1 0.0 -0.2
H -4.0590 1.9033 -0.9835 0.1 0.2 0.1
H -5.2858 0.9952 -1.8448 -0.2 -0.1 0.0